A structure of composition C3H2CdO2 in a non-equilibrium geometry, computed with the ωB97M-V functional and the def2-TZVPD basis.

Kohn-Sham gap (hartree): 0.3172
Relative energy (zero: lowest compared OMol25 entry of this formula, charge and spin) (eV): 0.000

ORCA input file:
```
! wB97M-V def2-TZVPD RIJCOSX def2/J DEFGRID3
* xyz 0 1
H -0.07 -2.07 0.40
O -0.39 -0.32 1.54
O -0.88 2.22 0.01
C -0.31 -1.00 0.47
C -0.51 -0.17 -0.67
C -0.72 1.08 -0.12
H -0.56 -0.40 -1.73
Cd 3.45 0.67 0.09
*
```

=====

The molecule C2H4N2O2, computed with the ωB97M-V functional and the def2-TZVPD basis.

Kohn-Sham gap (hartree): 0.4138
Relative energy (zero: lowest compared OMol25 entry of this formula, charge and spin) (eV): 1.009
Structure (SMILES): [H]/N=C/OC(N)=O

ORCA input file:
```
! wB97M-V def2-TZVPD RIJCOSX def2/J DEFGRID3
* xyz 0 1
N 0.62 -1.28 -0.30
C 0.02 -1.03 0.89
O -0.16 -1.81 1.79
O -0.48 0.27 1.05
C -0.51 1.23 0.11
N 0.30 1.32 -0.86
H 0.84 -0.52 -0.93
H 0.60 -2.23 -0.63
H -1.33 1.91 0.32
H 0.09 2.14 -1.43
*
```

=====

The molecule C2H6N2O in a non-equilibrium geometry, computed with the ωB97M-V functional and the def2-TZVPD basis.

Kohn-Sham gap (hartree): 0.3405
Relative energy (zero: lowest compared OMol25 entry of this formula, charge and spin) (eV): 5.401
Structure (SMILES): [H]/N=C(\C)NO

ORCA input file:
```
! wB97M-V def2-TZVPD RIJCOSX def2/J DEFGRID3
* xyz 0 1
C 1.58 0.41 -0.09
C 0.04 0.50 0.33
H 1.72 0.96 -1.12
H 1.86 -0.52 -0.12
H 2.44 0.74 0.48
H 0.20 1.65 2.02
H -1.77 -0.55 0.00
H 0.06 -1.77 -0.46
N -0.44 0.95 1.49
N -0.82 -0.27 -0.44
O -0.67 -1.33 -1.21
*
```

=====

Copy entry 2 word for word.
The molecule C2H4N2O2, computed with the ωB97M-V functional and the def2-TZVPD basis.

Kohn-Sham gap (hartree): 0.4138
Relative energy (zero: lowest compared OMol25 entry of this formula, charge and spin) (eV): 1.009
Structure (SMILES): [H]/N=C/OC(N)=O

ORCA input file:
```
! wB97M-V def2-TZVPD RIJCOSX def2/J DEFGRID3
* xyz 0 1
N 0.62 -1.28 -0.30
C 0.02 -1.03 0.89
O -0.16 -1.81 1.79
O -0.48 0.27 1.05
C -0.51 1.23 0.11
N 0.30 1.32 -0.86
H 0.84 -0.52 -0.93
H 0.60 -2.23 -0.63
H -1.33 1.91 0.32
H 0.09 2.14 -1.43
*
```

=====

Please write out number 1 again, unchanged.
A structure of composition C3H2CdO2 in a non-equilibrium geometry, computed with the ωB97M-V functional and the def2-TZVPD basis.

Kohn-Sham gap (hartree): 0.3172
Relative energy (zero: lowest compared OMol25 entry of this formula, charge and spin) (eV): 0.000

ORCA input file:
```
! wB97M-V def2-TZVPD RIJCOSX def2/J DEFGRID3
* xyz 0 1
H -0.07 -2.07 0.40
O -0.39 -0.32 1.54
O -0.88 2.22 0.01
C -0.31 -1.00 0.47
C -0.51 -0.17 -0.67
C -0.72 1.08 -0.12
H -0.56 -0.40 -1.73
Cd 3.45 0.67 0.09
*
```

=====

> Look up the relative energy (zero: lowest compared OMol25 entry of this formula, charge and spin) of the second one.

1.009 eV

=====

Copy entry 3 word for word.
The molecule C2H6N2O in a non-equilibrium geometry, computed with the ωB97M-V functional and the def2-TZVPD basis.

Kohn-Sham gap (hartree): 0.3405
Relative energy (zero: lowest compared OMol25 entry of this formula, charge and spin) (eV): 5.401
Structure (SMILES): [H]/N=C(\C)NO

ORCA input file:
```
! wB97M-V def2-TZVPD RIJCOSX def2/J DEFGRID3
* xyz 0 1
C 1.58 0.41 -0.09
C 0.04 0.50 0.33
H 1.72 0.96 -1.12
H 1.86 -0.52 -0.12
H 2.44 0.74 0.48
H 0.20 1.65 2.02
H -1.77 -0.55 0.00
H 0.06 -1.77 -0.46
N -0.44 0.95 1.49
N -0.82 -0.27 -0.44
O -0.67 -1.33 -1.21
*
```